A) C2H11NO3 | wB97M-V/def2-TZVPD

Last column: Mulliken charge in e.
Cartesian coordinates (Å):
C  0.2149  -0.2950  1.2160  -0.73
H  1.6670  0.0075  -1.1345  0.38
H  1.3595  0.0007  -2.7208  0.27
H  -1.5303  0.6954  0.9145  0.49
C  -1.5441  -0.7765  -0.4163  -0.59
H  -1.5812  2.5373  1.2230  0.29
H  -1.1292  0.0255  -1.0957  0.33
N  -1.2097  -0.4313  0.9127  -0.21
O  0.9752  -0.1054  -1.8486  -0.61
H  -2.6152  -0.8271  -0.6165  0.29
H  -1.0614  -1.7112  -0.7101  0.34
H  3.6533  -0.1505  -0.0967  0.19
O  -1.5732  1.9162  0.4815  -0.66
H  0.5302  0.4681  0.5205  0.40
H  0.4218  -0.1292  2.2615  0.30
H  0.7002  -1.2391  1.0109  0.32
O  2.7222  0.0146  0.0985  -0.80

Computed properties:
LUMO level = -4.68 eV
HOMO energy = -8.52 eV
Gap between HOMO and LUMO = 3.84 eV


B) C2H11NO3 | wB97M-V/def2-TZVPD

Last column: Mulliken charge in e.
Cartesian coordinates (Å):
H  2.0816  -0.5765  0.3069  0.41
H  -0.3123  1.4859  0.9798  0.46
C  0.1863  0.8560  -1.0230  -1.16
H  -2.0934  -2.4308  -0.4828  0.28
H  2.8931  -1.8670  0.2313  0.31
H  -0.8619  1.1108  -1.1787  0.35
O  2.2034  -1.4029  -0.2582  -0.60
H  0.4733  -0.0902  -1.4715  0.32
H  -1.9901  -0.8392  -0.3077  0.39
H  1.6543  1.0641  1.8069  0.31
H  -3.1580  0.8868  0.8751  0.18
O  -2.4045  0.5494  0.3814  -0.74
H  0.8862  1.6061  -1.3771  0.45
H  -0.0743  -0.2688  0.8507  0.40
C  0.3086  0.6975  0.4951  -0.36
O  -1.5388  -1.6616  -0.6265  -0.62
N  1.7466  0.8805  0.7983  -0.41

Computed properties:
LUMO level = -4.84 eV
HOMO energy = -9.03 eV
Gap between HOMO and LUMO = 4.19 eV


Q: Which of them is the most stable? A: B).


A) C2H4N3 | wB97M-V/def2-TZVPD

Last column: Mulliken charge in e.
Cartesian coordinates (Å):
H  0.9926  -1.5592  1.3900  0.37
H  -3.3546  0.2574  -1.1203  0.40
H  1.9475  1.1167  0.2624  0.25
N  -2.3385  0.0850  -0.7832  0.01
N  1.0172  -0.4777  1.1260  -0.20
C  1.3779  0.3193  -0.0104  -0.07
N  0.1324  0.3907  0.7296  -0.01
C  -1.2362  0.0066  -0.5096  -0.04
H  1.4617  -0.1388  -1.0845  0.29

Computed properties:
LUMO level = -5.89 eV
HOMO energy = -15.63 eV
Total charge = +1
Gap between HOMO and LUMO = 9.74 eV


B) C2H4N3 | wB97M-V/def2-TZVPD

Last column: Mulliken charge in e.
Cartesian coordinates (Å):
C  -0.5941  -0.1416  1.1200  -0.13
N  0.5822  -0.4924  -2.3104  -0.17
H  -0.0843  -0.7811  1.8157  0.27
H  1.0930  -1.0874  -3.0151  0.38
N  0.2451  0.2005  -0.0408  0.09
H  -1.7214  -0.5190  1.0141  0.27
N  -0.2752  1.2177  0.9441  -0.39
H  0.2568  1.7031  1.6742  0.30
C  0.4978  -0.0999  -1.2019  0.37

Computed properties:
LUMO level = -5.26 eV
HOMO energy = -15.72 eV
Structure (SMILES) = [NH+]#CN1CN1
Total charge = +1
Gap between HOMO and LUMO = 10.46 eV


Q: Which of them is the most stable? A: B).


A) C3H14N2O | wB97M-V/def2-TZVPD

Last column: Mulliken charge in e.
Cartesian coordinates (Å):
H  1.1491  -1.5806  0.7018  0.39
H  -1.5527  -1.6990  2.2616  0.35
C  1.3853  -0.6407  0.3841  -0.64
C  -0.3835  0.0220  -0.8464  -0.10
H  -1.3668  0.5740  -3.2968  0.36
O  -1.3999  -0.7517  2.2956  -0.63
N  0.7724  0.3049  1.3739  -0.37
H  -0.9920  -0.8156  -1.2043  0.36
H  -1.6798  -0.4719  3.1942  0.36
H  1.4415  0.3811  2.2166  0.40
H  2.5531  -0.6538  0.5426  0.39
H  -0.2464  -0.0463  1.7915  0.37
N  -1.0234  1.1331  -2.4764  -0.78
H  1.9405  0.5470  -1.3310  0.34
H  1.3766  -1.0844  -1.6987  0.32
C  1.1564  -0.2025  -1.0864  -0.40
H  -0.7113  0.9438  -0.3736  0.24
H  -0.6452  2.0229  -2.9129  0.35
H  0.6550  1.2255  0.9891  0.33
H  -1.9155  1.5320  -2.2355  0.36

Computed properties:
LUMO level = -9.05 eV
HOMO energy = -20.39 eV
Total charge = +2
Gap between HOMO and LUMO = 11.35 eV


B) C3H14N2O | wB97M-V/def2-TZVPD

Last column: Mulliken charge in e.
Cartesian coordinates (Å):
H  1.4612  -1.3870  -0.1803  0.35
H  0.1241  -1.4408  1.8434  0.36
H  -0.1644  -0.1848  4.6324  0.32
C  0.8649  -0.4934  0.0883  -1.02
H  0.7817  0.0278  -2.9608  0.34
N  0.5387  -0.5743  1.5258  -0.26
C  0.1738  0.4683  -2.1477  -0.67
H  -1.1951  -0.6665  -0.8293  0.48
H  0.0310  -1.5932  -1.6516  0.40
H  -1.5534  -0.0879  -3.2158  0.35
H  0.0063  0.2414  1.8342  0.43
N  -1.1332  0.7828  -2.9052  -0.34
H  1.4519  -0.4170  1.9963  0.42
H  -0.3802  1.2727  4.0164  0.31
O  -0.1701  0.3530  3.8332  -0.62
C  -0.0979  -0.6586  -1.0588  -0.60
H  0.5971  1.4300  -1.8329  0.47
H  -1.8478  1.1969  -2.2559  0.36
H  1.5478  0.2994  -0.1851  0.54
H  -0.8196  1.3694  -3.6868  0.38

Computed properties:
LUMO level = -6.85 eV
HOMO energy = -18.79 eV
Total charge = +2
Gap between HOMO and LUMO = 11.93 eV


Q: Which of them is the most stable? A: B).